Record 1
Density functional theory data (wB97M-V/def2-TZVPD) for 11 unconnected molecules or ions with the total composition C28H80BF3O16P2S10.

Properties
Charge ... 0
HOMO level ... -7.88 eV
Frontier orbital gap ... 7.73 eV

Geometry as XYZ:
```
140
Properties=species:S:1:pos:R:3:forces:R:3:mulliken_charge:R:1
C -2.392 -4.945 -0.995 -0.4 -0.1 -0.3 -0.83
C -1.898 -4.743 -2.553 -1.5 -0.9 0.6 -0.05
O -2.012 -3.314 -2.887 2.7 -0.3 1.3 -0.29
C -0.798 -2.562 -2.435 0.5 -0.9 0.1 0.61
C -1.015 -1.789 -0.994 -2.1 0.9 -0.9 -0.45
O 0.010 -0.743 -0.720 -0.6 -2.3 -0.6 -0.23
P 1.488 -1.438 -0.118 -0.2 0.2 0.2 0.51
C 2.614 -0.358 -1.218 0.9 1.0 -1.0 -1.06
C 1.900 0.271 -2.551 1.2 0.3 -0.4 0.74
O 2.995 0.430 -3.565 -1.5 -2.4 0.7 -0.59
C 1.343 1.829 -2.304 -1.1 0.5 -0.9 0.77
F 2.283 2.807 -2.967 -3.2 -2.9 2.7 -0.21
F 1.119 2.150 -0.876 1.0 -0.8 -4.9 -0.24
F 0.023 2.002 -3.007 4.1 -0.3 2.3 -0.29
B 1.131 -0.743 1.672 -0.9 0.4 3.3 0.81
C 1.416 0.858 2.079 0.2 -0.6 1.1 -0.52
O 0.607 -1.614 2.771 0.4 0.8 -4.1 -0.30
P 3.347 -2.315 0.731 2.7 -1.8 1.6 0.36
O 4.164 -3.282 -0.498 -2.3 1.2 -0.4 -0.57
O 2.880 -3.486 1.972 -1.6 0.3 -3.2 -0.50
H -2.770 -6.051 -0.875 1.0 2.2 0.0 0.34
H -1.558 -4.686 -0.192 -1.7 -0.7 -1.8 0.02
H -3.323 -4.229 -0.811 2.0 -1.4 -0.4 0.30
H -2.701 -5.312 -3.229 1.8 1.4 1.3 0.22
H -0.858 -5.226 -2.789 -1.9 1.2 0.5 0.17
H -0.521 -1.851 -3.323 -0.6 -1.0 1.9 -0.56
H 0.114 -3.317 -2.301 -1.9 1.4 -0.4 0.10
H -2.042 -1.194 -1.101 2.2 -1.3 0.3 0.21
H -1.170 -2.533 -0.097 0.6 1.3 -1.8 0.05
H 1.075 -2.795 -0.381 -0.3 0.4 -0.3 -0.08
H 3.084 0.535 -0.587 -1.1 -2.0 -1.2 0.15
H 3.557 -0.983 -1.599 -2.1 1.4 0.8 0.54
H 1.103 -0.420 -3.065 1.1 1.8 1.6 -0.56
H 3.155 -0.530 -3.864 -0.2 2.2 0.5 0.34
H 0.501 1.547 1.838 1.8 -1.3 0.2 0.14
H 2.415 1.270 1.628 -2.0 -0.6 0.7 0.16
H 1.556 0.847 3.263 -0.3 0.2 -2.6 0.14
H 0.307 -2.487 2.384 0.7 1.4 0.8 0.13
H 3.688 -3.192 -1.382 0.8 -0.5 1.7 0.32
H 2.103 -4.046 1.621 1.6 0.9 0.8 0.27
C -0.021 -1.594 7.947 0.0 0.1 0.1 -0.92
S 1.351 -0.674 7.208 -0.3 0.1 -0.2 0.53
O 0.954 0.772 7.168 0.0 -0.5 0.0 -0.66
C 1.145 -1.341 5.539 0.0 0.2 0.1 -0.36
H -0.108 -1.305 8.996 0.0 0.0 -0.2 0.36
H -0.952 -1.357 7.428 0.1 0.0 0.1 0.14
H 0.182 -2.666 7.883 0.1 0.1 0.0 0.44
H 0.142 -1.119 5.168 0.1 0.0 0.2 0.33
H 1.310 -2.421 5.553 0.0 0.0 0.1 0.40
H 1.884 -0.872 4.884 -0.1 0.0 0.2 -0.34
C -1.197 7.182 -1.937 0.0 0.1 0.0 -0.99
S -0.657 5.818 -0.880 0.3 0.1 0.1 0.60
O 0.221 6.395 0.190 -0.2 -0.1 -0.7 -0.63
C 0.421 5.044 -2.109 0.1 0.1 0.1 -0.47
H -1.861 7.829 -1.359 0.1 -0.2 0.0 0.34
H -0.333 7.760 -2.273 0.0 -0.1 0.1 0.30
H -1.741 6.785 -2.798 0.0 0.0 0.1 0.33
H 1.187 5.753 -2.434 -0.1 0.0 0.1 0.43
H -0.175 4.716 -2.964 0.0 0.0 0.1 0.39
H 0.903 4.176 -1.651 -0.3 0.5 0.0 -0.29
C 6.360 -0.134 4.002 0.0 0.1 0.0 -1.05
S 4.763 -0.886 4.400 0.0 0.1 0.0 0.69
O 3.715 0.178 4.257 0.5 -0.3 0.1 -0.60
C 5.090 -1.093 6.168 0.0 0.1 0.1 -1.00
H 6.370 0.118 2.939 -0.1 -0.1 0.1 0.31
H 6.502 0.775 4.591 -0.1 -0.1 0.0 0.33
H 7.161 -0.847 4.211 -0.1 0.0 0.0 0.39
H 5.310 -0.125 6.623 -0.1 0.0 -0.1 0.33
H 5.932 -1.774 6.307 -0.1 0.0 -0.1 0.42
H 4.200 -1.519 6.638 0.1 0.1 -0.1 0.19
C -2.935 1.506 8.135 0.1 0.0 -0.1 -0.64
S -3.777 0.369 9.262 0.3 -0.3 -0.1 0.41
O -2.903 -0.839 9.421 -0.4 0.5 -0.2 -0.58
C -5.111 -0.072 8.122 0.0 -0.1 -0.1 -0.74
H -2.037 1.882 8.628 -0.1 -0.1 0.0 0.35
H -2.653 0.983 7.219 0.0 0.0 0.1 0.00
H -3.596 2.344 7.901 0.0 -0.1 0.1 0.40
H -4.695 -0.498 7.206 0.1 0.0 0.1 0.08
H -5.701 0.817 7.888 0.1 0.0 0.1 0.35
H -5.752 -0.813 8.607 0.2 0.1 0.0 0.39
C -2.501 0.679 2.587 0.0 0.1 -0.1 -0.56
S -3.422 -0.366 3.740 -0.2 -0.1 -0.3 0.62
O -4.348 -1.225 2.931 0.4 0.4 0.3 -0.72
C -4.408 0.970 4.458 -0.1 0.1 0.0 -0.87
H -1.838 0.044 1.996 -0.1 -0.1 0.2 -0.19
H -3.192 1.199 1.920 0.0 -0.1 0.1 0.46
H -1.903 1.402 3.146 -0.1 -0.1 0.0 0.30
H -4.982 1.473 3.676 0.1 -0.1 0.0 0.40
H -3.748 1.684 4.957 0.0 0.0 -0.1 0.20
H -5.095 0.540 5.191 0.1 -0.1 -0.2 0.27
C 7.424 3.957 -4.317 0.1 0.0 -0.1 -0.93
S 6.582 2.820 -3.190 0.2 -0.4 -0.1 0.54
O 7.457 1.612 -3.030 -0.4 0.6 -0.2 -0.63
C 5.249 2.379 -4.330 0.1 -0.1 0.0 -0.35
H 8.323 4.333 -3.823 -0.1 -0.1 0.0 0.34
H 7.707 3.434 -5.233 -0.1 0.0 0.1 0.29
H 6.764 4.795 -4.551 0.0 -0.1 0.1 0.32
H 5.665 1.953 -5.246 0.1 0.1 0.1 0.37
H 4.659 3.268 -4.564 0.1 0.0 0.1 0.34
H 4.608 1.638 -3.845 0.3 0.3 0.0 -0.24
C -1.168 -1.519 -6.902 0.0 -0.1 -0.2 -0.78
S -2.010 -2.656 -5.775 0.2 -0.2 0.0 0.72
O -1.135 -3.864 -5.616 -0.3 0.5 -0.3 -0.64
C -3.343 -3.097 -6.916 0.0 -0.1 -0.1 -1.11
H -0.269 -1.143 -6.409 -0.1 -0.1 0.1 0.23
H -0.885 -2.042 -7.819 0.0 0.0 0.1 0.34
H -1.828 -0.681 -7.137 0.0 -0.1 0.0 0.21
H -2.927 -3.523 -7.832 0.1 0.0 0.1 0.32
H -3.933 -2.208 -7.150 0.1 0.0 0.1 0.38
H -3.984 -3.838 -6.431 0.2 0.1 0.1 0.34
C -0.154 -10.069 -2.013 -0.1 -0.1 0.1 -1.02
S -0.191 -8.369 -2.629 -0.3 0.1 0.2 0.49
O -0.980 -7.551 -1.650 0.3 -0.5 -0.4 -0.55
C -1.264 -8.706 -4.046 -0.1 0.0 0.0 -0.91
H 0.438 -10.094 -1.096 -0.1 0.1 -0.1 0.33
H -1.170 -10.411 -1.798 0.0 0.1 0.0 0.32
H 0.309 -10.718 -2.760 0.0 0.1 0.0 0.40
H -2.211 -9.131 -3.705 0.1 0.0 0.1 0.31
H -0.764 -9.399 -4.727 0.0 0.1 0.1 0.40
H -1.457 -7.765 -4.567 0.1 -0.1 0.1 0.26
C -1.347 3.303 -9.029 0.0 0.1 -0.1 -0.96
S -2.268 2.257 -7.876 -0.3 -0.1 -0.3 0.60
O -3.194 1.398 -8.685 0.4 0.4 0.4 -0.64
C -3.254 3.594 -7.158 -0.1 0.0 0.0 -0.95
H -0.684 2.667 -9.620 -0.1 0.0 0.1 0.31
H -2.039 3.823 -9.696 0.0 -0.1 0.1 0.32
H -0.749 4.026 -8.470 -0.1 -0.1 0.0 0.35
H -3.829 4.096 -7.940 0.1 -0.1 0.0 0.33
H -2.595 4.307 -6.659 0.0 -0.1 0.0 0.35
H -3.941 3.163 -6.425 0.2 0.0 -0.1 0.30
C -1.157 6.434 2.857 -0.1 -0.2 0.1 -0.82
S -2.078 5.388 4.011 -0.1 0.1 -0.2 0.55
O -3.004 4.530 3.201 0.2 0.3 0.2 -0.60
C -3.064 6.725 4.728 -0.2 0.0 0.0 -0.98
H -0.493 5.799 2.266 -0.2 0.1 0.1 0.22
H -1.848 6.954 2.190 0.0 -0.1 0.1 0.25
H -0.559 7.157 3.417 0.0 -0.1 0.0 0.40
H -3.638 7.227 3.946 0.1 -0.1 0.0 0.29
H -2.404 7.439 5.227 0.0 -0.1 0.0 0.37
H -3.750 6.295 5.462 0.1 0.0 -0.1 0.32
```
Forces are in eV/Å.

***

Record 2
Density functional theory data (wB97M-V/def2-TZVPD) for a molecular structure, C4H12BF2N3O7S2.

Properties
Charge ... 0
HOMO level ... -8.93 eV
Frontier orbital gap ... 7.67 eV

Geometry as XYZ:
```
31
Properties=species:S:1:pos:R:3:forces:R:3:mulliken_charge:R:1
O 2.318 -0.766 -0.969 -0.1 -0.4 -0.3 -0.44
B 1.675 -0.505 -2.144 0.0 0.4 0.7 0.75
O 2.124 -0.867 -3.383 0.2 -0.5 0.2 -0.49
O 0.501 0.253 -1.992 -0.5 -0.6 -0.8 -0.65
C -0.311 -0.232 -0.964 0.3 0.4 0.6 0.48
C -1.430 0.818 -0.746 0.1 0.2 0.1 -0.80
N -2.847 0.277 -0.528 0.0 -0.1 -0.2 0.01
C -3.046 -1.224 -0.600 -0.1 0.0 0.0 -0.72
C -1.758 -1.936 -0.242 0.1 0.1 -0.1 -0.59
N -0.740 -1.597 -1.232 -0.4 0.3 -0.1 -0.39
H 2.718 -1.638 -0.904 0.4 0.2 -0.1 0.28
H 1.463 -1.268 -3.951 -0.1 0.4 -0.2 0.28
H 0.258 -0.253 -0.038 -0.1 -0.3 0.0 0.12
H -1.193 1.382 0.151 -0.1 0.0 -0.1 0.19
H -1.454 1.521 -1.576 -0.1 -0.2 -0.1 0.38
H -3.459 0.700 -1.222 0.0 0.1 0.1 0.38
H -3.180 0.614 0.374 0.1 -0.1 0.1 0.42
H -3.320 -1.445 -1.632 0.0 -0.1 0.0 0.35
H -3.897 -1.487 0.028 0.1 0.1 0.1 0.41
H -1.389 -1.594 0.730 0.0 -0.2 0.1 0.32
H -1.939 -3.009 -0.188 0.0 0.0 0.0 0.38
H -1.163 -1.632 -2.159 0.2 -0.1 0.0 0.28
N 2.685 1.639 1.888 -0.3 0.0 0.3 -0.31
S 1.129 1.503 1.910 0.5 0.2 0.1 1.20
O 0.415 2.546 2.574 -0.2 -0.1 0.0 -0.62
O 0.611 0.167 2.039 -0.2 0.0 -0.2 -0.63
F 0.896 1.838 0.361 0.2 0.1 -0.1 -0.27
S 3.484 1.468 3.247 -0.1 0.1 0.0 1.12
O 4.817 1.923 3.071 0.0 -0.1 -0.1 -0.59
O 3.221 0.237 3.918 0.0 0.0 0.0 -0.57
F 2.809 2.565 4.177 0.1 0.0 0.0 -0.25
```
Forces are in eV/Å.

***

Record 3
Density functional theory data (wB97M-V/def2-TZVPD) for 6 unconnected molecules or ions with the total composition C24H66N6O6.

Properties
Energy above the lowest of the compared OMol25 structures with the same formula, charge and spin ... 363.18 kcal per mole
Charge ... 0
HOMO level ... -8.92 eV
Frontier orbital gap ... 9.44 eV
SMILES string ... COC[C@H](C)N.COC[C@H](C)N.COC[C@H](C)N.COC[C@H](C)N.COC[C@H](C)N.COC[C@H](C)N

Geometry as XYZ:
```
102
Properties=species:S:1:pos:R:3:forces:R:3:mulliken_charge:R:1
C -1.409 0.115 2.779 2.1 3.1 -1.4 -0.99
C 0.033 0.715 2.915 -2.2 2.9 0.3 0.33
C 0.492 1.507 1.685 0.4 -0.6 -1.3 -0.94
O 0.383 0.531 0.619 1.2 -0.1 -0.7 0.13
C 0.632 1.028 -0.749 -2.6 1.1 6.3 -1.80
N 0.241 1.670 4.066 -1.4 -1.3 0.5 -0.89
H -1.621 -0.434 3.633 -1.0 -1.1 1.3 0.73
H -1.321 -0.392 1.877 0.1 -2.2 -1.3 0.47
H -2.113 0.872 2.395 -0.1 0.1 1.2 -0.37
H 0.746 -0.033 3.017 1.1 -1.7 0.2 0.45
H 1.547 1.718 1.945 -0.2 0.2 -0.6 0.24
H 0.008 2.488 1.339 0.1 -1.3 1.0 0.35
H 0.707 0.385 -1.458 0.8 -5.3 -3.8 0.29
H 1.414 1.643 -0.815 3.0 2.8 0.1 0.71
H -0.280 1.456 -0.901 -2.3 2.3 -1.1 0.64
H -0.218 1.243 4.897 1.0 -0.1 -0.4 0.38
H -0.486 2.348 3.905 0.0 1.0 -0.3 0.29
C 1.768 -2.302 -0.367 -1.9 1.7 -6.0 -1.48
C 0.343 -2.776 -0.943 1.7 -0.7 1.0 0.80
C 0.447 -3.398 -2.388 -1.7 -0.5 1.9 -0.75
O 0.689 -2.320 -3.227 -1.1 0.2 1.0 -0.11
C 0.686 -2.704 -4.546 5.0 -0.1 -0.1 -1.06
N -0.345 -3.745 -0.061 0.5 0.0 -1.9 -0.53
H 2.653 -2.710 -0.249 3.6 -5.1 1.1 0.75
H 1.604 -1.887 0.545 -0.5 2.6 2.2 0.16
H 2.485 -1.777 -1.271 -2.9 0.7 2.0 0.15
H -0.182 -1.835 -0.884 -0.6 0.2 -0.7 -0.06
H -0.612 -3.857 -2.719 2.4 0.4 1.0 0.25
H 1.308 -4.195 -2.318 -1.5 1.2 -0.7 0.31
H 1.641 -3.363 -4.545 -1.5 0.4 -1.2 0.34
H 0.960 -1.792 -5.033 0.1 0.4 -0.9 0.34
H -0.122 -3.147 -5.048 -1.7 -0.9 0.1 0.38
H -0.419 -3.525 0.913 0.2 0.5 0.5 0.22
H 0.293 -4.510 -0.169 -0.1 -1.1 0.7 0.33
C 7.874 -0.215 0.292 2.7 1.7 -0.9 -1.26
C 7.648 1.162 0.980 -0.1 -0.7 -1.5 0.43
C 6.230 1.656 0.710 -1.0 -6.0 0.7 -0.68
O 5.913 1.961 -0.555 1.9 -1.3 -2.0 -0.34
C 4.667 2.361 -0.869 -2.7 -2.3 -2.8 -0.64
N 7.965 1.135 2.433 1.1 3.6 -0.9 -0.76
H 7.287 -0.999 0.683 -0.8 -1.0 0.4 0.36
H 8.995 -0.433 0.490 -1.8 -0.1 -0.6 0.32
H 7.710 -0.056 -0.849 0.2 -0.5 2.0 0.27
H 8.357 1.739 0.384 0.0 0.9 0.6 0.31
H 6.175 2.424 1.283 -0.9 5.6 3.9 0.53
H 5.439 0.882 1.212 1.6 1.2 -1.2 0.15
H 4.555 2.248 -1.980 0.6 1.2 0.6 0.33
H 4.451 3.285 -0.464 -0.7 2.3 0.5 0.39
H 3.756 1.702 -0.706 1.2 -0.1 1.3 0.04
H 7.425 1.803 3.056 1.3 0.7 -1.7 0.27
H 7.369 0.479 2.701 -2.5 -5.2 1.6 0.26
C -3.401 -2.980 2.807 -4.3 0.0 1.7 -1.01
C -2.845 -4.332 2.999 0.8 -3.3 0.9 1.01
C -1.495 -4.453 3.708 2.8 -0.6 -0.1 -1.30
O -0.501 -3.621 2.991 -1.0 -0.1 1.7 -0.04
C 0.755 -3.539 3.703 -2.5 -3.1 -0.8 -1.03
N -3.842 -5.197 3.746 -4.2 11.6 0.7 -0.80
H -4.445 -3.051 2.271 2.0 -0.1 0.6 0.29
H -2.880 -2.211 2.303 1.0 0.5 -0.1 -0.01
H -3.790 -2.714 3.877 1.1 0.3 -1.7 0.35
H -2.578 -4.922 2.168 -0.3 0.1 -2.3 0.16
H -0.849 -5.416 3.733 -2.1 0.3 -0.7 0.34
H -1.577 -4.351 4.780 0.0 1.4 0.6 0.49
H 0.585 -3.124 4.649 0.4 1.3 1.2 0.37
H 1.351 -3.199 2.963 2.3 2.7 -1.6 0.24
H 1.242 -4.518 3.807 -0.6 -0.5 0.5 0.40
H -4.898 -4.915 3.284 3.8 -0.7 1.9 0.25
H -3.832 -6.043 3.536 1.0 -9.7 -2.5 0.25
C -3.583 1.782 4.780 -1.0 -2.0 -0.1 -0.92
C -3.417 2.977 3.936 -1.0 2.2 -2.2 0.67
C -4.671 3.183 2.999 -2.5 1.7 -0.2 -0.74
O -4.951 2.011 2.098 0.6 1.8 0.9 -0.29
C -4.325 2.184 0.870 0.5 -1.0 -4.0 -0.83
N -3.178 4.209 4.766 -3.3 -2.1 2.0 -0.78
H -2.582 1.382 4.997 -0.2 0.6 1.4 0.27
H -3.853 0.897 4.154 -0.8 0.8 0.3 0.23
H -4.400 1.995 5.601 2.0 -0.8 -1.2 0.35
H -2.516 2.992 3.333 0.1 -0.7 -0.5 -0.21
H -4.749 4.274 2.386 0.9 -3.1 1.4 0.28
H -5.657 3.318 3.687 2.2 -0.8 -1.4 0.27
H -3.270 2.283 0.836 1.6 0.3 1.2 0.25
H -4.607 3.029 0.221 -0.8 0.3 0.8 0.39
H -4.326 1.354 0.009 -1.1 0.6 2.5 0.29
H -4.129 4.147 5.355 2.3 1.0 -1.3 0.37
H -2.629 3.680 5.459 0.6 1.2 0.3 0.38
C -1.729 3.936 -7.404 -0.7 -0.5 -5.5 -1.49
C -1.118 2.646 -7.978 -4.3 -0.7 -1.2 0.50
C -1.426 1.393 -7.130 -1.9 3.3 2.2 -0.90
O -1.077 1.739 -5.760 -0.4 -3.6 1.1 -0.32
C -1.231 0.538 -4.765 1.0 -0.5 -1.9 -0.54
N -1.616 2.453 -9.364 0.4 0.3 -4.1 -0.79
H -1.929 4.771 -8.149 1.7 -0.7 0.4 0.36
H -1.193 4.158 -6.617 2.6 1.9 4.1 0.44
H -2.726 3.893 -7.180 -2.6 -1.3 1.3 0.43
H -0.117 2.629 -8.043 3.8 0.7 0.4 0.24
H -0.899 0.636 -7.468 3.7 -3.5 -1.5 0.53
H -2.379 0.887 -7.172 -1.4 1.0 0.0 0.43
H -0.803 -0.556 -4.903 0.3 2.5 -0.9 0.06
H -2.219 0.190 -4.577 -1.5 0.9 -0.2 0.43
H -0.811 0.879 -3.857 0.4 0.6 0.8 0.15
H -1.517 1.551 -9.883 -0.1 0.2 1.8 0.23
H -1.132 3.002 -10.204 -1.0 -0.4 3.2 0.23
```
Forces are in eV/Å.